Molecular formula: C19H28BrFeO2
Method: DFT, the ωB97M-V functional and the def2-TZVPD basis

Multiplicity: 6
Total energy (Ha): -4728.8237
Gap between HOMO and LUMO (spin up / spin down) (eV): 7.597 / 7.329

Each line ends with the Mulliken spin population.
Geometry (Å):
O (0.722, 0.171, -0.014)  -0.022
C (-0.328, -0.180, 0.938)  0.019
C (-1.148, -0.876, -0.138)  0.002
H (-0.766, 0.738, 1.340)  -0.007
H (0.084, -0.814, 1.729)  -0.001
C (-0.041, -0.383, -1.117)  -0.003
H (-2.150, -0.454, -0.271)  0.000
H (-1.178, -1.965, -0.028)  0.000
C (-0.466, 0.745, -2.035)  0.000
H (-0.836, 1.587, -1.439)  0.000
H (-1.255, 0.410, -2.720)  0.000
H (0.391, 1.082, -2.633)  0.001
C (0.781, -1.436, -1.821)  0.004
H (1.017, -2.262, -1.143)  0.000
H (1.722, -0.991, -2.170)  0.000
H (0.236, -1.825, -2.690)  0.000
Fe (3.372, 0.932, 0.743)  3.753
C (4.895, -0.551, 0.788)  0.059
C (4.445, -0.245, 2.116)  0.050
C (3.134, -0.832, 2.266)  0.112
H (5.024, 0.228, 2.910)  -0.007
C (2.802, -1.501, 1.062)  0.154
C (3.842, -1.276, 0.129)  0.124
H (3.865, -1.700, -0.875)  0.010
H (5.897, -0.384, 0.393)  -0.007
H (2.508, -0.856, 3.155)  0.006
H (1.965, -2.180, 0.942)  0.010
C (4.743, 2.232, -0.064)  0.080
C (4.435, 1.254, -1.094)  0.067
C (3.071, 1.408, -1.458)  0.159
H (5.096, 0.551, -1.583)  -0.008
C (2.502, 2.432, -0.650)  0.147
C (3.542, 2.994, 0.172)  0.046
H (3.430, 3.873, 0.793)  0.000
H (5.709, 2.414, 0.392)  0.004
H (2.573, 0.924, -2.282)  0.000
H (1.481, 2.777, -0.729)  0.002
O (-4.498, -0.094, 0.548)  0.000
C (-4.997, -0.875, -0.553)  0.000
C (-6.533, -0.988, -0.456)  0.000
H (-4.553, -1.889, -0.506)  0.000
H (-4.653, -0.414, -1.496)  0.000
C (-6.785, -0.775, 1.036)  0.000
H (-6.895, -1.949, -0.836)  0.000
H (-6.994, -0.177, -1.029)  0.000
C (-5.616, 0.160, 1.429)  0.000
H (-6.686, -1.734, 1.561)  0.000
H (-7.767, -0.344, 1.259)  0.000
H (-5.299, 0.029, 2.478)  0.000
H (-5.959, 1.210, 1.316)  0.000
Br (2.118, 1.799, 2.339)  0.245